[1]
This record from OMol25 describes a molecular structure, C36H74FeN4O4. The level of theory is wB97M-V/def2-TZVPD.

Properties
Charge: 0
Expectation value of S²: 6.01
Kohn-Sham gap (spin up / spin down) in eV: 6.730 / 6.626
E_HOMO (spin up / spin down) in eV: -6.4 / -6.3
2S+1: 5

```
119
C36H74FeN4O4 wB97M-V/def2-TZVPD
Fe -0.140 0.230 0.638
C 4.121 2.364 0.442
C 2.934 3.447 0.618
C 3.502 4.932 0.395
C 3.722 5.355 -1.022
C 2.496 5.035 -1.913
C 1.944 3.580 -1.708
N 1.759 3.183 -0.257
O 1.061 1.910 0.009
C 2.861 2.649 -2.468
C 0.568 3.594 -2.305
C 2.582 3.599 2.133
H 3.729 1.347 0.481
H 4.887 2.488 1.208
H 4.617 2.347 -0.529
H 4.460 5.022 0.907
H 2.833 5.663 0.848
H 4.673 4.924 -1.335
H 3.927 6.425 -1.067
H 2.733 5.309 -2.942
H 1.849 5.843 -1.571
H 2.630 2.298 -3.474
H 2.844 1.704 -1.925
H 3.893 2.994 -2.511
H -0.148 4.112 -1.667
H 0.128 2.602 -2.410
H 0.585 4.081 -3.280
H 1.909 4.425 2.363
H 3.532 3.851 2.602
H 2.148 2.702 2.577
C 3.777 -2.279 1.317
C 2.603 -2.500 0.362
C 2.823 -3.934 -0.302
C 2.444 -5.139 0.621
C 1.082 -4.970 1.243
C 0.913 -3.632 2.011
N 1.357 -2.487 1.106
O 0.976 -1.214 1.691
C 1.684 -3.744 3.323
C -0.510 -3.717 2.366
C 2.575 -1.509 -0.852
H 4.285 -3.157 1.714
H 3.547 -1.636 2.166
H 4.558 -1.717 0.804
H 3.812 -4.219 -0.659
H 2.145 -4.064 -1.146
H 3.231 -5.290 1.360
H 2.493 -6.031 -0.003
H 0.926 -5.802 1.930
H 0.499 -5.008 0.323
H 1.301 -4.488 4.021
H 1.740 -2.787 3.841
H 2.746 -3.975 3.244
H -0.830 -4.467 3.089
H -1.205 -3.874 1.541
H -0.916 -2.809 2.812
H 1.687 -1.817 -1.405
H 3.464 -1.661 -1.464
H 2.538 -0.479 -0.496
C -0.715 0.990 3.820
C -1.914 1.692 3.137
C -1.646 3.224 3.401
C -2.587 4.096 2.477
C -2.464 3.648 1.017
C -2.763 2.109 0.762
N -1.891 1.316 1.677
O -2.098 -0.123 1.493
C -4.271 1.857 0.948
C -2.354 1.770 -0.728
C -3.256 1.283 3.890
H 0.204 1.310 3.330
H -0.785 -0.079 3.617
H -0.840 1.070 4.900
H -1.901 3.490 4.427
H -0.621 3.525 3.187
H -2.356 5.150 2.635
H -3.657 4.012 2.669
H -1.491 3.947 0.629
H -3.115 4.369 0.522
H -4.533 0.804 1.050
H -4.533 2.508 1.782
H -4.908 2.200 0.133
H -1.326 1.996 -1.011
H -2.535 0.727 -0.987
H -2.969 2.399 -1.371
H -3.038 1.288 4.958
H -3.504 0.230 3.757
H -4.119 1.933 3.751
H -2.827 -0.399 2.054
C -0.070 -2.920 -3.573
C -0.956 -1.709 -3.174
C -2.082 -1.722 -4.317
C -3.158 -2.798 -4.271
C -3.863 -2.641 -2.862
C -2.833 -2.668 -1.674
N -1.653 -1.766 -1.919
O -0.789 -1.654 -0.799
C -3.535 -2.330 -0.352
C -2.462 -4.164 -1.537
C -0.235 -0.376 -3.493
H 0.603 -2.639 -4.384
H -0.631 -3.813 -3.846
H 0.512 -3.302 -2.735
H -2.570 -0.747 -4.334
H -1.582 -1.938 -5.261
H -2.770 -3.814 -4.335
H -3.774 -2.644 -5.157
H -4.420 -3.577 -2.900
H -4.541 -1.787 -2.862
H -4.263 -3.116 -0.153
H -2.910 -2.180 0.529
H -4.057 -1.377 -0.439
H -1.674 -4.287 -0.794
H -3.229 -4.749 -1.031
H -2.129 -4.740 -2.401
H -0.744 0.576 -3.339
H 0.111 -0.190 -4.510
H 0.557 -0.348 -2.745
H -0.422 -2.528 -0.646
```

[2]
This record from OMol25 describes 7 unconnected molecules or ions with the total composition C36H74N4O16PS7. The level of theory is wB97M-V/def2-TZVPD.

Properties
Charge: +1
Kohn-Sham gap in eV: 8.276
E_HOMO in eV: -11.2

```
138
C36H74N4O16PS7 wB97M-V/def2-TZVPD
C 5.039 2.034 -0.141
C 3.496 1.673 0.146
C 2.865 0.939 -1.144
C 2.635 2.950 0.614
C 3.385 4.354 0.341
C 2.060 2.840 2.090
O 0.881 2.014 2.222
N -0.184 2.590 1.579
C -1.327 1.915 1.568
N -1.424 0.633 2.246
C -2.756 0.262 1.950
N -3.361 1.280 1.173
P -5.030 0.973 0.681
O -5.564 -0.519 1.222
O -6.117 2.163 1.150
S -5.008 0.965 -1.284
N -2.525 2.322 0.924
C -2.881 3.514 0.108
C -2.180 4.865 0.563
C -2.936 6.097 -0.169
C -1.931 6.957 -1.090
O -2.183 6.783 -2.508
H 5.466 2.635 0.718
H 5.604 1.057 -0.208
H 5.059 2.626 -1.110
H 3.452 0.928 1.009
H 1.989 1.504 -1.587
H 2.469 -0.086 -0.850
H 3.666 0.859 -1.944
H 1.727 2.976 -0.089
H 4.145 4.609 1.134
H 3.790 4.415 -0.712
H 2.559 5.145 0.408
H 2.872 2.362 2.734
H 1.848 3.884 2.515
H 0.002 3.480 1.113
H -3.213 -0.716 2.284
H -5.244 -1.253 0.623
H -6.133 2.804 0.407
H -2.740 3.246 -0.981
H -4.004 3.670 0.245
H -1.133 4.860 0.098
H -2.160 5.008 1.684
H -3.333 6.826 0.612
H -3.802 5.736 -0.820
H -2.038 8.051 -0.795
H -0.840 6.692 -0.925
H -2.085 5.822 -2.667
C -9.695 -3.727 1.067
C -9.130 -3.284 2.419
C -7.693 -3.803 2.507
S -7.098 -3.914 0.822
O -6.865 -5.302 0.506
O -6.092 -2.894 0.602
C -8.618 -3.403 0.041
H -10.634 -3.222 0.835
H -9.886 -4.805 1.082
H -9.131 -2.191 2.473
H -9.733 -3.653 3.250
H -7.053 -3.125 3.071
H -7.653 -4.801 2.944
H -8.747 -3.933 -0.902
H -8.555 -2.327 -0.138
C 9.618 -0.581 0.167
C 10.125 -0.914 -1.239
C 8.911 -1.308 -2.083
S 7.512 -0.444 -1.379
O 6.593 -1.420 -0.825
O 7.077 0.587 -2.297
C 8.405 0.318 -0.034
H 10.383 -0.091 0.766
H 9.323 -1.500 0.681
H 10.604 -0.031 -1.672
H 10.867 -1.715 -1.221
H 9.031 -1.012 -3.125
H 8.712 -2.378 -2.022
H 7.768 0.382 0.845
H 8.705 1.317 -0.356
C -4.423 -6.430 -2.608
C -3.910 -6.760 -4.012
C -5.121 -7.157 -4.861
S -6.527 -6.299 -4.159
O -7.438 -7.278 -3.614
O -6.962 -5.269 -5.074
C -5.640 -5.537 -2.811
H -3.661 -5.937 -2.003
H -4.717 -7.352 -2.096
H -3.433 -5.874 -4.442
H -3.164 -7.556 -3.993
H -4.998 -6.858 -5.902
H -5.316 -8.228 -4.803
H -6.281 -5.478 -1.932
H -5.344 -4.536 -3.130
C -11.183 4.372 0.130
C -10.609 4.803 1.481
C -9.175 4.271 1.561
S -8.588 4.164 -0.127
O -8.367 2.773 -0.450
O -7.573 5.173 -0.343
C -10.107 4.693 -0.899
H -12.118 4.887 -0.095
H -11.383 3.296 0.140
H -10.600 5.896 1.541
H -11.212 4.435 2.313
H -8.528 4.941 2.127
H -9.143 3.270 1.993
H -10.245 4.168 -1.844
H -10.036 5.768 -1.072
C 9.580 1.410 5.722
C 10.837 2.114 5.205
C 10.989 1.754 3.725
S 9.337 1.433 3.116
O 9.244 0.038 2.753
O 8.946 2.492 2.213
C 8.502 1.667 4.676
H 9.282 1.781 6.704
H 9.768 0.335 5.809
H 10.717 3.197 5.311
H 11.723 1.827 5.774
H 11.431 2.571 3.155
H 11.579 0.846 3.593
H 7.658 0.983 4.752
H 8.154 2.701 4.716
C 4.965 -5.855 -3.261
C 4.801 -4.414 -2.773
C 5.882 -4.159 -1.719
S 7.244 -5.245 -2.130
O 7.393 -6.219 -1.073
O 8.357 -4.456 -2.612
C 6.454 -6.037 -3.521
H 4.375 -6.049 -4.159
H 4.633 -6.549 -2.483
H 4.938 -3.727 -3.614
H 3.804 -4.237 -2.365
H 6.225 -3.120 -1.735
H 5.534 -4.419 -0.718
H 6.757 -7.082 -3.575
H 6.764 -5.509 -4.425
```

| no. | calculated total energy (a.u.) |
| --- | --- |
| 1 | -3199.45320 |
| 2 | -5967.23130 |